# 1
8
Properties=species:S:1:pos:R:3 method="wB97M-V/def2-TZVPD" gap_ev=8.40 relative_energy_kcal_mol=76.2
I 0.3931 -0.6250 -0.5881
I 3.5874 -0.2368 -0.8230
F -2.1694 -1.4712 0.9856
F -1.8388 0.6361 0.5456
F 2.1752 2.0658 0.0181
C -1.7756 -0.6208 0.0691
C 2.1576 0.9011 0.5591
H -2.5293 -0.6490 -0.7665

=====

# 2
131
Properties=species:S:1:pos:R:3 method="wB97M-V/def2-TZVPD" gap_ev=9.03
I -2.2684 -0.4942 -5.3422
Br -1.8898 5.0610 -3.6984
Cl 0.7550 0.8950 -5.6965
Cl 0.9262 3.6102 -2.3972
F -3.1271 -2.3246 6.4883
F 4.6489 2.4927 -7.3571
F 4.5216 -1.7505 2.1348
F 5.5824 -4.4228 7.8279
O -7.0988 -0.2561 0.6344
O -1.1569 4.5145 1.1648
O -1.3857 1.8766 -2.8454
O -1.1345 2.6887 2.4558
O -5.0340 0.3854 0.0418
N -1.2858 -1.5182 -2.6728
N 3.0756 2.9265 2.8923
N -2.4986 -3.9354 -2.0518
N -0.9086 -3.4278 -0.3700
N -0.2592 -5.0237 -1.9569
C -4.7082 -2.2994 4.7525
C 3.0869 -2.8274 10.6605
C -4.0942 -3.1718 2.5925
C -2.4668 2.5698 0.4507
C -3.9638 4.0499 -5.3399
C 1.4164 1.5307 1.6595
C 5.5230 1.2340 -9.1403
C 4.4603 1.5717 -8.3268
C -4.7847 1.2131 -1.1065
C 6.6582 -1.3303 5.6046
C -5.0314 -2.5848 3.4328
C 5.2163 -1.6083 3.2834
C -0.8567 -0.5421 -3.6844
C -6.2340 0.5916 0.6763
C 0.0588 0.7831 -0.4549
C -0.4980 -2.7615 -2.7503
C -0.4386 0.8479 -3.0960
C 1.8771 3.5509 -4.9489
C 2.7943 -2.6738 9.3120
C 0.4609 1.5965 -4.1261
C -5.7626 1.6800 2.9119
C -1.5451 3.2349 1.4595
C 3.6281 -3.2165 8.3440
C 1.2601 0.5309 0.4933
C 2.8945 1.8947 1.8522
C 3.2102 1.0035 -8.4642
C 4.7487 -3.9050 8.7616
C -3.4423 -2.6121 5.2071
C 6.5634 -0.2708 4.7129
C -3.3966 0.8430 -1.6476
C -3.5570 2.7397 -3.2216
C -2.3273 3.0694 -1.0014
C 1.0510 2.8006 -3.9290
C 5.0688 -4.0736 10.0936
C -2.9142 3.5283 -4.3482
C 5.2717 -2.6698 4.1637
C -2.4920 -3.1999 4.3962
C -6.3624 1.8498 1.4960
C 5.3178 0.2836 -10.1308
C 6.0155 -2.5308 5.3275
C -2.6299 2.0634 -2.1508
C -1.0639 -3.8032 -1.7704
C 4.0708 -0.3048 -10.2945
C -2.8301 -3.4787 3.0779
C 3.0205 0.0576 -9.4616
C 5.8502 -0.4066 3.5301
C 0.5010 0.4977 -1.8985
C 4.2228 -3.5267 11.0481
H -2.2410 -1.7981 -2.8614
H 6.1391 0.0020 -10.7764
H 7.0686 0.6627 4.9246
H -4.3275 3.3493 -2.7349
H 0.5433 -2.5594 -2.4813
H 1.4363 1.0454 -2.0446
H -5.8526 2.6819 0.9976
H 2.1717 0.5844 -0.1161
H -5.5938 0.6331 3.1766
H 4.4565 -3.6447 12.0978
H 0.0351 -0.9374 -4.1813
H -0.8921 -2.4175 -0.2704
H -2.9501 3.9641 -1.1249
H -4.8473 2.2733 -0.8288
H -0.5076 -3.2002 -3.7669
H 1.2532 3.8064 -5.8175
H 3.2259 2.2796 0.8762
H 4.7598 -3.5925 3.9247
H 2.0463 -0.3966 -9.5871
H 3.7621 2.6310 3.5788
H 2.7211 2.9470 -5.2998
H -0.0176 -3.7843 -0.0358
H -1.8733 5.0090 0.7443
H -4.7077 3.2649 -5.5223
H -2.2057 2.8914 -4.8892
H 3.4805 1.0009 2.0970
H 0.8865 2.4698 1.4509
H -3.5686 0.1924 -2.4992
H 2.4315 -2.4004 11.4075
H 5.9597 -4.6216 10.3683
H 2.4138 1.3016 -7.7967
H 0.7820 -0.5610 -1.9639
H -4.3448 -3.3815 1.5613
H -2.8276 -4.8218 -1.6755
H 6.1015 -3.3550 6.0196
H 3.4490 3.7778 2.4880
H -0.5638 -5.5173 -2.7917
H 5.7910 0.3943 2.8051
H -2.3273 1.4959 0.5741
H -3.4886 4.2830 -6.2999
H 7.2344 -1.2230 6.5141
H 2.2423 4.4854 -4.5199
H -5.5592 0.9932 -1.8554
H 1.9111 -2.1255 9.0081
H 0.9855 1.1262 2.5838
H 3.9177 -1.0438 -11.0694
H -1.5101 -3.4231 4.7908
H -4.7972 2.1975 2.9656
H -2.0982 -3.9331 2.4233
H -3.4821 2.7889 0.8228
H -0.2057 1.8438 -0.3744
H -2.8784 0.2467 -0.8941
H -2.6381 -3.9965 -3.0608
H -0.7823 0.1491 -0.1555
H -5.4205 -1.8375 5.4235
H 6.4840 1.7086 -8.9962
H -6.0152 -2.3336 3.0567
H -6.4194 2.1622 3.6411
H -7.4270 2.0918 1.5393
H -4.0777 1.9233 -3.7404
H -0.4180 -5.6457 -1.1672
H 1.1901 -0.4829 0.9104
H 3.4267 -3.1010 7.2875
H -4.4533 4.9505 -4.9604
H -1.2973 3.4108 -1.1595

=====

# 3
13
Properties=species:S:1:pos:R:3 method="wB97M-V/def2-TZVPD" gap_ev=8.60 relative_energy_kcal_mol=79.7
S 1.4818 -0.4788 2.0010
N 0.6696 -0.0856 -0.7040
C 0.5476 -0.5554 0.6080
C 0.9464 1.4118 -0.9516
C -0.4378 0.8058 -0.9656
C -0.7914 -1.4421 0.8375
H 1.6335 1.8154 -1.6489
H -0.4712 -2.2852 1.6276
H -1.0429 0.8462 -1.9054
H 1.2248 1.8823 0.0327
H -0.8517 -1.9715 -0.1041
H -1.8015 -0.8630 1.1084
H -1.1072 0.9203 0.0645

=====

# 4
10
Properties=species:S:1:pos:R:3 method="wB97M-V/def2-TZVPD" gap_ev=8.62 relative_energy_kcal_mol=84.6
O 1.7374 1.6797 -1.0887
O -0.5733 0.2451 2.5349
O 0.5135 -0.1462 -1.7985
N 0.0678 0.9350 1.5570
N -0.6914 -0.6734 0.0798
C 0.9679 0.7763 -0.7780
C -0.3827 -0.9194 -1.1818
C 0.0401 0.4259 0.3485
H -0.8939 -0.6808 2.1643
H -0.7854 -1.6422 -1.8376

=====

# 5
12
Properties=species:S:1:pos:R:3 method="wB97M-V/def2-TZVPD" gap_ev=10.90 total_charge=+1 relative_energy_kcal_mol=165.6
N 0.3934 0.8798 -0.2532
C -1.9155 -0.5596 -0.5628
C 2.6182 -0.5642 -0.1110
C -1.0057 0.4229 0.0753
C -1.0512 -1.0284 0.2780
C 1.5231 -0.0602 -0.2494
H 3.3647 -1.1270 0.6461
H 0.4876 1.5072 -1.0791
H -1.2521 -1.4106 1.2398
H -1.3360 1.0674 0.9335
H -2.4106 -0.5196 -1.5440
H 0.5842 1.3923 0.6268

=====

# 6
25
Properties=species:S:1:pos:R:3 method="wB97M-V/def2-TZVPD" gap_ev=6.60 total_charge=+1
F -1.2229 0.4500 -0.1408
O -1.2778 -0.5938 -2.3680
O 1.2554 3.9167 2.4844
O 0.7059 -2.1918 -1.7723
O -3.0530 -1.3103 0.7704
N -0.5577 3.3474 1.1976
N 2.6216 -2.5177 -0.7887
N 1.3502 -0.9603 -0.0639
N 1.1356 1.9822 1.2819
C 0.6139 3.1703 1.7344
C 1.5153 -1.9266 -0.9329
H -3.4901 -1.6256 -0.0240
H -1.0211 2.5768 0.7378
H 3.4617 -2.2557 -0.2930
H -0.8483 4.3141 1.1637
H 0.3935 -0.6424 -0.0033
H -2.1327 -1.0240 -2.2923
H 1.9862 1.6541 1.7166
H 2.0749 -0.7858 0.6177
H -2.3868 -0.6437 0.5877
H -0.5569 -1.2027 -2.1915
H -1.2928 0.1397 -1.7488
H 0.6320 1.4333 0.5999
H 2.7265 -3.2486 -1.4779
H -2.6324 -2.0557 1.2053